[1]
Density functional theory data (ωB97M-V with the def2-TZVPD basis set) for the molecule C15H17ClN4O.

Positions of all 38 atoms, in Å:
1 H -0.670 0.810 -1.688
2 N -0.523 -2.721 3.110
3 H 1.016 0.821 0.365
4 H 3.345 0.495 -4.967
5 C 2.197 0.089 -1.817
6 H 3.128 -1.231 -3.217
7 C -0.707 3.029 0.721
8 H 2.100 -0.673 -1.056
9 C 2.437 2.026 -3.776
10 H -0.296 -3.546 3.655
11 C -0.580 -2.859 1.728
12 C 1.739 1.375 -1.568
13 C 1.863 2.341 -2.558
14 C -0.905 -1.628 1.042
15 N -0.164 2.409 -0.462
16 H 1.495 3.337 -2.364
17 H 2.527 2.784 -4.540
18 H 0.024 3.731 1.128
19 C 2.776 -0.226 -3.035
20 H -1.920 2.403 2.424
21 C -1.137 -0.444 1.719
22 H -2.983 1.624 0.098
23 N -1.473 0.756 1.182
24 C 2.896 0.742 -4.016
25 C -1.096 2.002 1.818
26 H -2.531 0.006 -0.452
27 O -0.348 -3.934 1.213
28 Cl -0.901 -1.809 -0.683
29 C -0.996 -0.532 3.155
30 N -0.712 -1.609 3.795
31 H -0.236 1.829 2.468
32 H -1.743 2.213 -1.802
33 C 1.107 1.731 -0.248
34 H 1.760 2.432 0.283
35 C -2.137 0.949 -0.086
36 C -1.173 1.584 -1.109
37 H -1.586 3.601 0.412
38 H -1.168 0.332 3.774

Atomic forces in eV per Å
-0.0845 0.0379 -0.0084
0.0389 -0.1366 -0.1430
0.0682 0.0293 0.0058
0.0297 -0.0202 -0.0758
-0.0136 0.0792 0.0937
0.0257 -0.0813 -0.0195
-0.0231 -0.0052 0.0894
-0.0487 -0.0672 0.0841
0.0046 0.0905 -0.0389
-0.0575 0.1838 -0.1901
0.0230 -0.0597 0.2520
0.0998 -0.0903 0.0464
0.0162 -0.0129 0.0238
-0.1415 0.2660 -0.1608
0.1303 0.0336 0.0729
-0.0583 0.1144 0.0035
0.0097 0.0625 -0.0566
-0.0910 0.0265 0.0307
0.0721 -0.0733 -0.0929
0.0997 0.0184 0.0538
0.1399 -0.7156 -0.3140
0.0017 -0.0797 -0.0337
0.0967 -0.0789 0.0489
0.0431 -0.0871 -0.0721
0.0562 0.3038 0.1309
-0.0936 0.1527 0.0412
0.0172 -0.1280 -0.0595
0.0774 0.0587 0.1586
-0.0081 -0.0051 0.0258
0.0398 0.0783 0.4766
-0.0713 0.0071 -0.0149
-0.0526 -0.1216 -0.0324
0.0270 0.0483 -0.0011
-0.0340 -0.0662 0.0595
-0.0573 0.0541 -0.3950
-0.2711 0.0129 -0.1056
0.0186 0.0431 0.0926
-0.0292 0.1276 0.0241

Its structure (SMILES) is O=c1[nH]ncc(N2CCN(Cc3ccccc3)CC2)c1Cl. The value obtained for the strongest force on any atom is 0.794 eV/Å. The energy relative to the best compared isomer or geometry (same formula, charge and spin) comes out at 5.3 kcal/mol. The frontier orbital gap comes out at 8.668 eV. The total energy is -36360.427 eV. Its molar mass is 304.78 g/mol.

Results of the natural (NBO) charge analysis, in e, for atoms 1 through 8: 0.225 -0.385 0.177 0.212 -0.204 0.215 -0.224 0.216

=====

[2]
Density functional theory data (ωB97M-V with the def2-TZVPD basis set) for an isolated ion of composition C14H13N2OS2 and charge -1 in a non-equilibrium geometry.

Positions of all 32 atoms, in Å:
1 C 2.293 -3.923 0.368
2 O 1.106 -2.155 -0.934
3 C 1.618 -1.082 -0.288
4 H 1.333 -4.246 0.796
5 H 3.034 -2.919 -1.400
6 C -1.718 4.278 2.495
7 C 2.062 -3.288 -0.996
8 S 0.513 0.117 0.335
9 C -0.511 1.503 -0.616
10 H 0.479 -4.606 -1.711
11 C -0.797 2.456 0.563
12 H 2.149 -5.198 -2.013
13 H 1.468 -3.900 -3.022
14 H 0.197 1.911 -1.355
15 C -2.942 0.804 -0.445
16 H -1.224 5.811 1.049
17 C -1.222 4.746 1.273
18 H 2.796 -3.220 1.059
19 H 2.953 -4.802 0.251
20 S 3.196 -0.910 0.165
21 C -0.714 3.842 0.333
22 C -1.675 0.229 -2.390
23 C 1.499 -4.298 -1.992
24 N -1.554 -0.327 -3.417
25 H -0.335 4.187 -0.643
26 H -1.215 0.920 2.005
27 H -2.080 2.518 3.731
28 C -1.217 1.999 1.814
29 C -1.775 1.000 -1.236
30 C -1.711 2.907 2.778
31 H -2.093 4.984 3.238
32 N -3.913 0.662 0.203

Atomic forces in eV per Å
0.0741 0.1029 0.3747
1.4735 0.0346 0.8004
0.0173 -0.1595 -0.7099
0.2539 0.0233 -0.0698
-0.7881 -0.0095 0.3911
0.0503 -0.3037 0.0324
0.2544 -0.2102 -0.9503
0.0860 -0.0329 1.2138
-1.1214 -0.2924 -0.2732
0.3333 0.0744 -0.0769
0.5080 0.2886 -0.4070
-0.3576 0.5134 0.1087
-0.0537 -0.0149 0.5161
-0.3230 -0.1295 0.4205
-1.1787 -0.0774 0.8866
0.0437 -0.1874 0.0857
0.3109 -0.4290 -0.0083
-0.4148 -0.4993 -0.3664
-0.3388 0.3424 -0.0147
0.1114 0.2283 -0.2098
-0.5042 -0.2118 -0.1731
0.2562 -0.5964 -2.2815
-0.1601 -0.1836 -0.2935
-0.1239 0.5577 1.4888
-0.2514 -0.0982 0.5626
-0.1821 0.5216 0.0322
0.1259 0.2205 -0.3272
-0.6037 0.3128 0.2049
0.2810 0.3475 1.0595
0.5574 -0.1926 -0.6842
0.0357 -0.1797 -0.2386
1.6282 0.2400 -1.0934

The value obtained for the strongest force on any atom is 2.372 eV/Å. The energy relative to the best compared isomer or geometry (same formula, charge and spin) comes out at 15.0 kcal/mol. The frontier orbital gap comes out at 6.444 eV. The total energy is -41426.713 eV. The net charge is -1. Its molar mass is 289.40 g/mol.

Results of the natural (NBO) charge analysis, in e, for atoms 1 through 8: -0.649 -0.493 0.048 0.211 0.206 -0.225 0.079 0.077